{"formula": "C39H48AsBrFeN4O3", "method": "wB97M-V/def2-TZVPD", "spin_multiplicity": 6, "lumo_ev": [-2.701, -3.832], "s2": 8.81, "total_charge": 1, "orbital_gap_ha": [0.264, 0.225], "e_tot_ha": -8033.061946, "species": ["Fe", "Br", "C", "C", "C", "C", "O", "C", "C", "N", "C", "C", "C", "C", "C", "C", "C", "C", "N", "C", "C", "H", "H", "H", "H", "H", "H", "H", "H", "H", "H", "C", "As", "C", "C", "H", "H", "H", "H", "H", "H", "H", "H", "H", "N", "C", "C", "O", "O", "H", "H", "H", "H", "H", "C", "C", "C", "C", "C", "C", "C", "C", "N", "C", "C", "C", "C", "C", "C", "C", "C", "C", "C", "H", "H", "H", "H", "H", "H", "H", "H", "H", "H", "H", "H", "H", "H", "H", "H", "H", "H", "H", "H", "H", "H", "H", "H"], "positions_angstrom": [[-0.259, 0.421, -0.089], [-5.894, -3.924, 2.574], [-4.578, -2.639, 2.134], [-4.845, -1.275, 2.323], [-3.900, -0.330, 2.003], [-2.649, -0.688, 1.451], [-1.782, 0.239, 1.158], [-2.403, -2.065, 1.275], [-1.142, -2.530, 0.785], [-0.251, -1.787, 0.240], [0.966, -2.373, -0.158], [1.118, -3.596, -0.745], [2.409, -4.088, -1.064], [3.525, -3.358, -0.775], [3.389, -2.075, -0.185], [4.484, -1.255, 0.172], [4.260, -0.028, 0.723], [2.930, 0.414, 0.877], [1.884, -0.317, 0.572], [2.105, -1.572, 0.078], [-3.371, -3.027, 1.639], [-5.800, -0.973, 2.736], [-4.092, 0.726, 2.161], [-0.938, -3.599, 0.908], [0.241, -4.197, -0.967], [2.504, -5.060, -1.534], [4.518, -3.740, -0.994], [5.494, -1.618, 0.010], [5.077, 0.618, 1.018], [2.730, 1.411, 1.252], [-3.152, -4.083, 1.505], [-1.414, 2.823, 2.770], [0.175, 2.517, 1.704], [0.405, 4.310, 0.971], [1.501, 2.651, 3.127], [-1.296, 3.740, 3.345], [-1.559, 1.976, 3.441], [-2.278, 2.891, 2.113], [0.687, 4.993, 1.772], [-0.533, 4.652, 0.530], [1.176, 4.311, 0.200], [1.151, 3.381, 3.852], [2.452, 2.989, 2.716], [1.646, 1.691, 3.619], [-3.282, 4.490, -2.356], [-1.940, 3.936, -2.483], [-1.625, 2.981, -1.350], [-2.538, 2.901, -0.413], [-0.576, 2.353, -1.321], [-3.924, 4.099, -3.031], [-3.300, 5.494, -2.456], [-3.243, 3.520, -0.715], [-1.182, 4.717, -2.446], [-1.781, 3.390, -3.410], [3.930, 2.056, -2.201], [2.764, 1.566, -3.029], [2.742, 1.750, -4.416], [1.679, 1.291, -5.195], [1.679, 1.491, -6.696], [0.617, 0.648, -4.589], [0.569, 0.439, -3.171], [1.703, 0.921, -2.446], [-0.408, -0.127, -2.419], [-1.675, -0.780, -2.866], [-2.790, -0.260, -1.934], [-4.105, -1.015, -2.130], [-3.879, -2.506, -1.852], [-2.818, -3.046, -2.820], [-3.303, -2.856, -4.260], [-3.512, -1.360, -4.522], [-4.578, -0.814, -3.571], [-2.177, -0.627, -4.320], [-1.497, -2.293, -2.612], [4.530, 2.777, -2.755], [4.582, 1.227, -1.916], [3.586, 2.536, -1.281], [3.572, 2.260, -4.897], [2.543, 2.072, -7.021], [0.778, 2.014, -7.022], [1.707, 0.531, -7.218], [-0.175, 0.325, -5.229], [1.727, 0.765, -1.376], [-2.948, 0.802, -2.143], [-2.471, -0.351, -0.894], [-4.845, -0.620, -1.434], [-4.817, -3.055, -1.979], [-3.558, -2.645, -0.815], [-2.647, -4.107, -2.625], [-4.241, -3.397, -4.415], [-2.570, -3.264, -4.965], [-3.831, -1.209, -5.554], [-5.529, -1.330, -3.737], [-4.749, 0.253, -3.768], [-2.294, 0.433, -4.575], [-1.463, -1.077, -5.008], [-0.723, -2.672, -3.293], [-1.142, -2.437, -1.594]], "lowdin_charge": [0.721, 0.747, -0.702, -0.100, 0.009, -0.355, -0.225, -0.159, -0.059, 0.033, -0.211, -0.003, -0.045, -0.020, -0.140, 0.011, -0.039, -0.138, 0.056, -0.157, -0.103, 0.107, 0.117, 0.144, 0.118, 0.114, 0.121, 0.128, 0.117, 0.065, 0.117, -0.292, 1.112, -0.288, -0.309, 0.034, 0.035, 0.009, 0.034, 0.018, 0.024, 0.030, 0.021, 0.032, 0.028, -0.132, -0.533, 0.118, -0.016, 0.095, 0.094, 0.116, 0.140, 0.131, -0.030, -0.239, 0.020, -0.250, -0.038, 0.041, -0.229, 0.006, 0.148, -0.382, -0.077, -0.263, -0.092, -0.264, -0.111, -0.280, -0.113, -0.093, -0.076, 0.081, 0.078, 0.075, 0.123, 0.078, 0.084, 0.088, 0.085, 0.070, 0.116, 0.085, 0.144, 0.130, 0.093, 0.142, 0.125, 0.123, 0.142, 0.125, 0.119, 0.124, 0.112, 0.136, 0.072]}